[1]
Molecular formula: C45H64ClGe2MoN3O4P2
Method: DFT, ωB97M-V/def2-TZVPD

Results
LUMO (alpha / beta)   -0.2736 / -0.3203 Eh
E_HOMO (alpha / beta)   -15.8 / -15.9 eV
Gap between HOMO and LUMO (alpha / beta)   0.30890 / 0.26240 Ha
ΔE to the lowest compared entry with this formula, charge and spin   0.0 kcal per mole

```
! RIJCOSX wB97M-V def2-TZVPD def2/J DEFGRID3
* xyz 3 4
Mo -0.683 -0.067 -0.002
N -0.719 -1.360 -1.816
C -0.576 -0.502 -3.055
C -1.153 0.866 -2.796
N -0.535 1.414 -1.536
C -1.199 2.671 -1.077
C -0.662 3.051 0.289
N -0.536 1.834 1.170
H 0.058 -2.015 -1.787
H -1.564 -1.912 -1.912
H -1.053 -0.962 -3.915
H 0.473 -0.398 -3.254
H -2.221 0.812 -2.638
H -0.969 1.523 -3.645
H 0.453 1.590 -1.743
H -2.267 2.467 -1.021
H -1.056 3.480 -1.791
H -1.320 3.784 0.745
H 0.315 3.502 0.191
H -1.197 1.901 1.930
H 0.384 1.846 1.602
Cl -0.859 -2.027 1.546
C -2.518 -2.625 1.564
C -2.756 -3.803 2.243
C -4.049 -4.298 2.261
C -5.069 -3.615 1.607
C -4.802 -2.427 0.949
C -3.508 -1.909 0.914
P -3.177 -0.262 0.188
C -4.176 0.804 1.275
C -3.594 1.252 2.464
C -4.329 1.996 3.372
C -5.657 2.294 3.103
C -6.253 1.821 1.939
C -5.521 1.074 1.025
C -4.008 -0.321 -1.427
C -4.112 -1.523 -2.128
C -4.683 -1.545 -3.395
C -5.143 -0.370 -3.972
C -5.044 0.832 -3.277
C -4.469 0.861 -2.016
H -1.951 -4.323 2.752
H -4.256 -5.220 2.789
H -6.079 -4.007 1.619
H -5.605 -1.895 0.454
H -2.577 0.965 2.716
H -3.870 2.338 4.292
H -6.234 2.881 3.807
H -7.297 2.033 1.737
H -6.014 0.709 0.134
H -3.790 -2.454 -1.670
H -4.785 -2.486 -3.923
H -5.585 -0.389 -4.961
H -5.428 1.746 -3.717
H -4.411 1.801 -1.478
C 2.129 -3.692 2.124
Ge 3.523 -2.412 2.627
C 5.138 -2.873 1.668
C 3.875 -2.154 4.527
Ge 2.413 -0.163 2.154
C 0.880 -0.039 3.421
C 0.507 1.196 3.975
C -0.202 1.275 5.170
C -0.545 0.117 5.856
C -0.191 -1.120 5.330
C 0.527 -1.190 4.144
C 2.886 1.734 1.975
C 2.735 2.454 0.794
C 3.085 3.803 0.735
C 3.590 4.439 1.858
C 3.748 3.727 3.043
C 3.402 2.387 3.100
H 2.620 -4.665 2.033
H 1.710 -3.426 1.155
H 1.340 -3.781 2.870
H 5.315 -3.928 1.898
H 5.999 -2.298 2.001
H 5.001 -2.762 0.598
H 4.332 -3.061 4.935
H 2.970 -1.929 5.090
H 4.585 -1.333 4.641
H 0.801 2.128 3.507
H -0.458 2.248 5.578
H -1.056 0.178 6.809
H -0.451 -2.032 5.859
H 0.835 -2.165 3.786
H 2.391 1.956 -0.105
H 2.990 4.348 -0.199
H 3.869 5.485 1.809
H 4.143 4.222 3.922
H 3.538 1.845 4.031
C 4.245 -3.219 -2.727
C 2.791 -3.238 -2.305
C 1.937 -2.990 -3.537
C 2.439 -4.568 -1.668
O 2.515 -2.248 -1.202
P 2.610 -0.677 -1.042
O 2.234 0.116 -2.228
O 1.561 -0.426 0.179
O 3.995 -0.363 -0.395
C 5.302 0.267 -0.893
C 6.128 -0.782 -1.609
C 5.991 0.705 0.382
C 5.065 1.440 -1.827
H 4.414 -4.060 -3.403
H 4.923 -3.335 -1.882
H 4.486 -2.307 -3.274
H 2.231 -3.706 -4.306
H 2.098 -1.988 -3.935
H 0.875 -3.161 -3.347
H 2.571 -5.365 -2.401
H 1.399 -4.585 -1.326
H 3.095 -4.774 -0.818
H 6.245 -1.688 -1.010
H 7.122 -0.374 -1.797
H 5.690 -1.031 -2.573
H 6.054 -0.124 1.093
H 5.473 1.542 0.853
H 7.008 1.025 0.144
H 4.497 1.142 -2.709
H 6.040 1.806 -2.157
H 4.554 2.258 -1.327
*
```

These are the Löwdin partial charges, in e, on atoms 1 to 4: atom 1 (Mo): 1.27, atom 2 (N): -0.04, atom 3 (C): -0.17, atom 4 (C): -0.15

***

[2]
Molecular formula: C41H61F24N3O19
Method: DFT, ωB97M-V/def2-TZVPD

Results
LUMO   0.0092 Eh
E_HOMO   -9.0 eV
Gap between HOMO and LUMO   0.34041 Ha
ΔE to the lowest compared entry with this formula, charge and spin   0.0 kcal per mole

```
! RIJCOSX wB97M-V def2-TZVPD def2/J DEFGRID3
* xyz 0 1
C 2.347 2.893 2.432
C 1.465 3.730 3.208
O 0.342 2.914 3.739
C -0.489 3.565 4.583
O -0.450 4.716 4.761
C -1.450 2.624 5.238
F -1.175 2.465 6.543
F -2.681 3.161 5.098
F -1.443 1.375 4.740
H 2.884 2.124 2.930
H 3.141 3.587 2.062
H 1.943 2.492 1.503
H 1.031 4.576 2.690
H 2.002 4.019 4.142
C -0.031 -3.643 0.444
C 0.837 -4.177 -0.635
O 1.262 -5.544 -0.304
C 2.298 -5.570 0.530
O 2.957 -4.715 1.015
C 2.657 -7.062 0.825
F 3.766 -7.378 0.086
F 3.033 -7.191 2.110
F 1.657 -7.897 0.613
H -0.951 -4.202 0.609
H -0.316 -2.640 0.122
H 0.504 -3.560 1.421
H 1.677 -3.501 -0.883
H 0.241 -4.226 -1.518
C 1.411 -0.907 -3.093
C 1.207 0.453 -3.734
O -0.035 0.930 -3.146
C -1.068 0.763 -3.986
O -1.231 0.050 -4.911
C -2.131 1.688 -3.456
F -2.238 2.736 -4.394
F -3.236 1.047 -3.328
F -1.864 2.268 -2.314
H 0.566 -1.570 -3.289
H 1.376 -0.750 -2.023
H 2.342 -1.362 -3.340
H 1.160 0.367 -4.816
H 1.941 1.220 -3.454
C 4.328 -5.005 -2.698
C 4.934 -4.004 -1.849
O 6.175 -3.617 -2.421
C 6.085 -2.479 -3.176
O 5.144 -1.926 -3.619
C 7.448 -2.113 -3.670
F 8.276 -1.786 -2.640
F 8.030 -3.066 -4.434
F 7.337 -0.993 -4.417
H 3.530 -5.422 -2.076
H 4.959 -5.850 -2.855
H 3.831 -4.721 -3.604
H 5.163 -4.579 -0.950
H 4.281 -3.152 -1.602
C -3.655 -3.418 1.580
C -5.042 -3.433 1.027
O -5.744 -2.269 1.566
C -5.854 -1.258 0.776
O -5.494 -1.188 -0.381
C -6.516 -0.085 1.439
F -7.133 0.612 0.538
F -7.445 -0.494 2.317
F -5.623 0.629 2.100
H -3.047 -2.641 1.030
H -3.192 -4.384 1.621
H -3.725 -3.055 2.613
H -5.565 -4.202 1.504
H -5.069 -3.556 -0.036
C -3.013 6.752 1.045
C -1.540 6.774 1.398
O -0.782 5.679 0.752
C -0.241 5.958 -0.364
O -0.057 6.961 -0.918
C 0.582 4.688 -0.761
F 1.868 4.978 -0.435
F 0.237 3.586 -0.042
F 0.500 4.397 -2.025
H -3.529 5.823 1.200
H -3.122 6.978 -0.012
H -3.454 7.588 1.600
H -1.372 6.608 2.458
H -1.110 7.746 1.064
C -5.908 3.508 -0.422
C -4.814 2.848 -1.158
O -4.570 3.682 -2.297
C -3.597 4.557 -2.199
O -2.944 4.745 -1.230
C -3.506 5.443 -3.382
F -4.172 5.135 -4.505
F -3.975 6.677 -3.029
F -2.242 5.556 -3.801
H -6.090 3.026 0.527
H -6.824 3.445 -1.006
H -5.761 4.528 -0.153
H -5.057 1.879 -1.650
H -3.896 2.762 -0.529
C -2.231 0.353 0.550
C -1.295 1.158 1.379
O 0.027 0.963 0.815
C 0.663 -0.019 1.389
O 0.273 -0.721 2.280
C 2.165 -0.288 0.849
F 2.666 0.617 0.055
F 2.918 -0.297 1.944
F 2.259 -1.459 0.250
H -1.775 -0.583 0.303
H -2.454 0.837 -0.411
H -3.265 0.253 1.007
H -1.380 0.970 2.467
H -1.443 2.239 1.150
C 6.019 -1.309 0.609
N 5.691 0.017 0.144
C 5.532 0.206 -1.262
C 5.484 1.100 0.947
O 5.214 2.222 0.603
H 5.267 -2.001 0.256
H 6.132 -1.270 1.669
H 6.925 -1.644 0.084
H 6.402 -0.031 -1.889
H 4.706 -0.473 -1.623
H 5.221 1.237 -1.419
H 5.790 0.840 1.988
C -4.762 -2.067 -3.806
N -3.449 -2.472 -3.397
C -2.694 -3.198 -4.355
C -2.889 -2.092 -2.231
O -1.780 -2.407 -1.866
H -5.410 -1.857 -2.934
H -5.298 -2.902 -4.259
H -4.787 -1.314 -4.583
H -2.245 -2.556 -5.116
H -1.927 -3.698 -3.822
H -3.295 -4.050 -4.788
H -3.581 -1.471 -1.642
C 2.218 -2.567 4.359
N 1.856 -1.493 5.274
C 2.601 -0.313 5.348
C 0.721 -1.580 6.020
O 0.232 -0.710 6.703
H 1.425 -3.242 4.116
H 3.007 -3.227 4.816
H 2.631 -2.069 3.461
H 3.586 -0.370 4.856
H 2.098 0.514 4.824
H 2.741 0.082 6.370
H 0.209 -2.577 5.888
*
```

These are the Löwdin partial charges, in e, on atoms 1 to 4: atom 1 (C): -0.08, atom 2 (C): -0.17, atom 3 (O): 0.01, atom 4 (C): -0.43

***

[3]
Molecular formula: C5H13NO
Method: DFT, ωB97M-V/def2-TZVPD

Results
LUMO   0.0291 Eh
E_HOMO   -8.3 eV
Gap between HOMO and LUMO   0.33260 Ha
ΔE to the lowest compared entry with this formula, charge and spin   33.9 kcal per mole

```
! RIJCOSX wB97M-V def2-TZVPD def2/J DEFGRID3
* xyz 0 1
C -2.162 -0.157 0.714
C -1.587 0.153 -0.698
C -0.092 -0.035 -0.654
C 0.406 -1.390 -0.334
C 0.695 1.000 -0.973
N 2.102 1.064 -0.794
H -3.241 0.028 0.756
H -1.766 0.609 1.400
H -1.989 -1.160 1.151
H -1.996 1.132 -0.933
H -2.022 -0.688 -1.295
H -0.308 -2.220 -0.454
H 1.187 -1.799 -0.988
H 0.659 -1.554 0.734
H 0.307 1.820 -1.579
H 2.495 0.124 -0.907
H 2.534 1.647 -1.500
O 1.886 0.606 2.392
H 1.399 -0.226 2.338
H 1.492 1.047 1.622
*
```

These are the Löwdin partial charges, in e, on atoms 1 to 4: atom 1 (C): -0.12, atom 2 (C): -0.22, atom 3 (C): -0.35, atom 4 (C): -0.08

***

[4]
Molecular formula: C10H21NO2S
Method: DFT, ωB97M-V/def2-TZVPD

Results
LUMO   0.0296 Eh
E_HOMO   -8.7 eV
Gap between HOMO and LUMO   0.35099 Ha
ΔE to the lowest compared entry with this formula, charge and spin   0.0 kcal per mole

```
! RIJCOSX wB97M-V def2-TZVPD def2/J DEFGRID3
* xyz 0 1
O -1.017 0.935 0.443
O -1.716 -2.570 1.024
C -0.695 -0.252 0.258
N -0.099 -0.617 -0.939
S -1.077 -1.382 1.643
C 1.702 -2.169 -0.312
C -3.158 1.111 4.235
C 3.378 1.890 -2.865
C 0.472 -1.944 -1.143
C -0.154 0.320 -2.071
C -2.505 -0.545 2.473
C -1.999 0.254 3.664
C 2.309 0.757 -2.819
C 1.050 1.255 -2.050
H 1.447 -2.490 0.758
H 2.285 -2.993 -0.745
H 2.381 -1.295 -0.302
H -3.937 0.437 4.622
H -3.585 1.748 3.457
H -2.769 1.753 5.015
H 2.869 2.762 -3.267
H 4.236 1.575 -3.483
H 3.715 2.142 -1.856
H -0.250 -2.766 -0.939
H 0.719 -2.056 -2.189
H -0.215 -0.181 -3.039
H -1.079 0.915 -2.018
H -3.259 -1.334 2.781
H -2.966 0.143 1.765
H -1.209 0.925 3.333
H -1.625 -0.441 4.415
H 2.008 0.535 -3.853
H 2.720 -0.152 -2.438
H 1.315 1.556 -1.022
H 0.710 2.177 -2.537
*
```

These are the Löwdin partial charges, in e, on atoms 1 to 4: atom 1 (O): -0.02, atom 2 (O): -0.54, atom 3 (C): -0.52, atom 4 (N): -0.07

***

Q: Among the records above, which one has the highest ΔE to the lowest compared entry with this formula, charge and spin?
A: C5H13NO